(1)
23
Properties=species:S:1:pos:R:3 method="wB97M-V/def2-TZVPD" lumo_ev=0.642 e_tot_ev=-11012.23470 e_above_lowest_ev=1.712 smiles="CC/C=C(/C)N.O.O"
C -0.683 1.570 2.258
C 0.356 1.127 1.206
C -0.183 0.553 -0.063
C 0.553 -0.245 -0.860
C 0.171 -0.834 -2.195
N 1.855 -0.632 -0.497
H -0.922 2.667 2.335
H -0.348 1.284 3.268
H -1.654 1.144 1.992
H 1.192 1.894 1.262
H 0.910 0.241 1.646
H -1.212 0.672 -0.342
H -0.169 -1.861 -2.123
H 0.783 -0.603 -3.067
H -0.803 -0.380 -2.338
H 2.296 -1.224 -1.175
H 2.423 0.133 -0.169
O -1.966 -5.431 1.200
H -1.159 -4.892 1.197
H -1.583 -6.220 0.795
O 0.216 3.786 -1.814
H -0.545 4.172 -1.329
H 0.474 3.078 -1.185

***

(2)
23
Properties=species:S:1:pos:R:3 method="wB97M-V/def2-TZVPD" lumo_ev=0.774 e_tot_ev=-11012.37150 e_above_lowest_ev=1.575 smiles=CC(C)CNCO.O
C 2.383 0.430 -0.363
C 1.202 -0.413 -0.888
C 0.183 0.555 -1.453
C 0.709 -1.367 0.278
N -0.297 -0.928 1.261
C -1.655 -1.452 1.078
O -2.330 -0.949 -0.056
H 2.852 0.950 -1.187
H 3.117 -0.294 0.021
H 2.109 1.030 0.496
H 1.499 -1.127 -1.654
H -0.098 1.354 -0.778
H -0.675 0.179 -1.996
H 0.707 1.153 -2.231
H 0.335 -2.311 -0.168
H 1.600 -1.831 0.722
H -0.340 0.083 1.246
H -2.220 -1.124 1.949
H -1.638 -2.540 1.082
H -2.227 -1.515 -0.802
O -0.313 3.303 0.377
H 0.163 2.497 0.152
H -0.292 3.793 -0.440

***

(3)
23
Properties=species:S:1:pos:R:3 method="wB97M-V/def2-TZVPD" lumo_ev=-3.913 e_tot_ev=-11001.54460 e_above_lowest_ev=12.402
C 1.014 -0.793 -0.859
C 0.205 -1.149 0.442
C -1.015 -0.445 0.522
C -2.185 -1.076 0.301
C -1.105 0.982 0.796
N 0.656 -1.684 -2.109
H 0.913 0.322 -1.090
H 2.125 -0.926 -0.753
H -0.012 -2.232 0.421
H 0.796 -0.845 1.321
H -3.107 -0.534 -0.045
H -2.194 -2.187 0.260
H -2.093 1.424 0.634
H -0.399 1.493 0.128
H -0.676 1.402 1.741
H -1.629 -0.291 -1.683
H 1.450 -2.363 -2.013
H 1.422 3.341 -0.274
H 2.160 0.775 1.318
O 1.616 1.386 1.838
H -0.329 -1.034 -1.517
H 1.274 2.023 0.938
O 1.112 2.411 -0.318

***

(4)
25
Properties=species:S:1:pos:R:3 method="wB97M-V/def2-TZVPD" lumo_ev=0.256 e_tot_ev=-23896.43105 e_above_lowest_ev=0.467 smiles="CCNC(=O)CCS.O.O"
C 0.544 2.717 0.527
C -0.746 1.870 0.456
N -0.411 0.465 0.200
C 0.007 -0.364 1.189
O 0.318 -0.033 2.307
C 0.035 -1.851 0.798
C 1.392 -2.503 0.777
S 2.480 -2.072 -0.666
H 0.998 2.805 -0.468
H 0.324 3.720 0.893
H 1.320 2.253 1.131
H -1.194 2.053 1.430
H -1.450 2.164 -0.316
H -0.057 0.289 -0.744
H -0.519 -2.226 1.675
H -0.649 -2.125 -0.005
H 1.180 -3.565 0.677
H 1.918 -2.246 1.691
H 2.489 -0.782 -0.444
O 0.136 -0.203 -2.621
H 0.415 -1.104 -2.756
H 0.755 0.336 -3.113
O -3.291 0.301 -0.591
H -3.648 -0.157 -1.351
H -2.347 0.258 -0.676

***

(5)
25
Properties=species:S:1:pos:R:3 method="wB97M-V/def2-TZVPD" lumo_ev=0.295 e_tot_ev=-23896.89795 e_above_lowest_ev=0.000 smiles="C[C@@H](CCS)NC=O.O.O"
C 0.102 -0.133 2.408
C 0.020 0.235 0.924
C 1.166 1.182 0.564
C 1.073 1.777 -0.832
S -0.051 3.215 -0.960
N 0.105 -0.961 0.100
C -0.961 -1.564 -0.464
O -0.823 -2.563 -1.162
H -0.021 0.738 3.053
H -0.668 -0.865 2.662
H 1.045 -0.624 2.659
H -0.939 0.719 0.743
H 1.271 1.979 1.300
H 2.117 0.637 0.629
H 0.785 1.031 -1.572
H 2.042 2.170 -1.138
H -1.216 2.576 -0.781
H 1.002 -1.414 -0.033
H -1.939 -1.130 -0.269
O -2.711 0.944 -1.106
H -2.633 0.829 -2.074
H -3.640 1.093 -0.967
O 1.872 -3.000 -1.249
H 0.898 -2.945 -1.395
H 2.102 -3.924 -1.042

***

(6)
22
Properties=species:S:1:pos:R:3 method="wB97M-V/def2-TZVPD" lumo_ev=0.824 e_tot_ev=-17752.41708 e_above_lowest_ev=1.174 smiles=CCCS.CNC
C 2.491 -0.094 -0.459
C 1.705 1.100 -0.942
C 1.073 1.906 0.202
S -0.243 1.072 1.147
H 2.986 0.023 0.482
H 3.233 -0.505 -1.131
H 1.734 -0.874 -0.292
H 2.489 1.749 -1.472
H 0.912 0.818 -1.647
H 0.740 2.885 -0.184
H 1.803 2.164 0.961
H -0.372 -0.168 0.340
C -2.169 -1.812 0.742
N -0.991 -1.477 -0.132
C -1.439 -1.294 -1.520
H -1.810 -2.048 1.750
H -2.861 -0.984 0.759
H -2.822 -2.668 0.365
H -0.333 -2.287 -0.049
H -2.234 -2.099 -1.670
H -0.679 -1.359 -2.280
H -1.934 -0.302 -1.505

***

(7)
23
Properties=species:S:1:pos:R:3 method="wB97M-V/def2-TZVPD" lumo_ev=3.785 charge=-1 e_tot_ev=-11571.02808 e_above_lowest_ev=0.590
C 0.630 0.520 1.585
O 0.471 -0.786 1.950
C 0.985 0.619 -0.001
C -0.242 1.243 -0.680
C -1.418 0.273 -0.630
C 0.072 1.564 -2.155
H -0.272 1.136 1.725
H 1.491 0.921 2.177
H 1.066 -0.431 -0.340
H 1.956 1.158 0.007
H -0.621 2.161 -0.165
H -1.631 -0.003 0.411
H -2.332 0.692 -1.030
H -1.217 -0.690 -1.103
H 0.027 0.614 -2.688
H 0.974 2.132 -2.339
H -0.758 2.179 -2.517
H 1.537 -2.418 0.477
H 1.680 -2.146 -0.993
O 1.769 -2.848 -0.356
H -0.845 -1.657 1.705
H -1.600 -2.153 2.947
O -1.725 -2.079 2.013

***

(8)
26
Properties=species:S:1:pos:R:3 method="wB97M-V/def2-TZVPD" lumo_ev=3.036 charge=-1 e_tot_ev=-17712.01459 e_above_lowest_ev=4.155
C 1.983 -0.137 -1.026
O 2.237 -1.452 -1.535
C 1.359 -0.148 0.367
C 0.982 1.232 0.773
C -0.305 1.811 0.589
C -1.505 1.280 0.188
O -1.464 -0.055 0.005
O -2.564 1.827 -0.197
H 1.302 0.460 -1.654
H 3.038 0.148 -0.893
H 0.750 -1.109 0.627
H 2.120 -0.423 1.106
H 1.283 1.449 1.819
H 1.720 1.860 0.250
H -0.352 2.856 0.649
H 1.645 -2.032 -1.195
H -2.192 -0.594 -0.149
H -0.308 -3.181 0.963
H -0.659 -3.482 -0.507
O 0.009 -3.598 0.198
H -1.429 2.244 -2.347
H -1.007 0.834 -2.154
O -0.891 1.481 -2.770
H -1.693 0.015 2.838
H -1.777 -0.535 1.631
O -2.280 -0.752 2.424

***

(9)
37
Properties=species:S:1:pos:R:3 method="wB97M-V/def2-TZVPD" lumo_ev="-0.027 / -0.027" e_tot_ev=-38293.94489 multiplicity=2 s_squared=0.76
Al -18.965 -3.438 -7.174
C -19.795 -4.866 -10.051
O -19.763 -3.828 -10.728
O -20.529 -5.057 -9.105
O -18.613 -5.253 -9.961
C -21.525 -5.406 -4.668
O -20.738 -4.963 -5.468
N -22.603 -4.871 -4.284
N -21.241 -6.479 -3.897
H -23.182 -5.402 -3.650
H -22.897 -4.144 -4.920
H -20.332 -6.911 -3.991
H -21.980 -6.775 -3.275
C -20.550 -1.395 -4.053
O -20.175 -1.749 -5.144
N -21.320 -1.972 -3.161
N -20.106 -0.266 -3.656
H -21.529 -2.955 -3.259
H -22.002 -1.451 -2.628
H -20.647 0.129 -2.900
H -19.669 0.329 -4.345
C -20.399 -0.586 -9.562
O -19.876 -0.954 -8.476
N -20.550 0.697 -9.805
N -20.788 -1.283 -10.582
H -20.426 1.330 -9.028
H -20.733 1.076 -10.723
H -20.406 -2.217 -10.535
H -21.141 -0.962 -11.472
C -18.355 -4.269 -3.131
O -18.266 -3.788 -4.280
N -18.798 -3.722 -2.025
N -17.826 -5.363 -2.813
H -19.093 -4.271 -1.230
H -19.431 -2.969 -2.253
H -17.994 -5.790 -1.913
H -17.380 -5.915 -3.532

***

(10)
27
Properties=species:S:1:pos:R:3 method="wB97M-V/def2-TZVPD" lumo_ev=-2.867 charge=+1 e_tot_ev=-15110.58404 e_above_lowest_ev=0.658
Cs -0.239 1.110 0.546
C -2.325 -2.340 -0.055
O -2.044 -1.009 -0.509
H -1.400 -2.916 -0.081
H -2.608 -2.140 0.979
H -3.112 -2.847 -0.613
H -2.463 -0.933 -1.370
C -0.326 0.922 4.500
O -0.078 0.400 3.445
N 0.309 0.688 5.599
N -1.313 1.787 4.707
H 1.151 0.132 5.555
H -0.018 1.083 6.469
H -1.490 2.085 5.656
H -1.757 2.056 3.841
C 2.190 0.982 -4.032
C 1.104 0.247 -3.269
C 1.497 -1.091 -2.593
O 0.505 0.962 -2.240
H 2.231 0.725 -5.090
H 3.141 0.784 -3.536
H 2.099 2.060 -4.164
H 0.283 0.068 -3.963
H 1.769 -1.772 -3.399
H 0.768 -1.583 -1.950
H 2.312 -1.007 -1.873
H -0.187 1.545 -2.559

***

(11)
26
Properties=species:S:1:pos:R:3 method="wB97M-V/def2-TZVPD" lumo_ev="2.389 / 2.387" charge=-1 e_tot_ev=-26187.58834 e_above_lowest_ev=3.678
C -1.023 1.631 -2.933
Mg 0.779 -1.964 -1.317
N 1.627 -1.596 -3.161
H -1.099 0.884 -4.052
H 2.302 -0.826 -3.113
H -1.368 1.764 -3.987
H -0.993 2.675 -2.637
H 0.013 1.257 -2.727
H -1.818 1.157 -2.337
H 2.193 -2.487 -3.122
H 1.004 -1.600 -3.972
S -1.035 -2.342 0.055
C -0.537 -1.042 1.110
N -1.471 -0.427 1.878
C -1.137 0.403 3.039
C 0.223 1.044 2.881
C 1.262 0.057 2.360
N 0.747 -0.618 1.156
H -2.403 -0.793 1.760
H -1.182 -0.240 3.924
H -1.902 1.171 3.115
H 0.556 1.423 3.859
H 0.152 1.903 2.208
H 1.497 -0.700 3.125
H 2.184 0.585 2.078
H 1.430 -1.320 0.810

***

(12)
24
Properties=species:S:1:pos:R:3 method="wB97M-V/def2-TZVPD" lumo_ev=0.884 e_tot_ev=-10471.35918 e_above_lowest_ev=1.163 smiles=C[C@H](N)CN(C)C.O
C 0.207 0.888 1.846
C 0.963 0.279 0.654
N 1.902 1.316 0.181
C 0.080 -0.062 -0.539
N -0.645 -1.304 -0.390
C 0.235 -2.475 -0.385
C -1.632 -1.478 -1.433
H 0.778 0.710 2.747
H 0.206 1.956 1.666
H -0.854 0.648 1.775
H 1.574 -0.547 1.011
H 2.540 1.643 0.892
H 2.409 1.113 -0.667
H -0.666 0.746 -0.493
H 0.566 0.079 -1.510
H 0.867 -2.434 0.498
H 0.847 -2.574 -1.292
H -0.400 -3.358 -0.321
H -2.149 -0.554 -1.666
H -1.204 -1.745 -2.416
H -2.395 -2.207 -1.159
O -1.115 3.521 0.339
H -1.800 2.849 0.221
H -0.316 2.990 0.441

***

(13)
24
Properties=species:S:1:pos:R:3 method="wB97M-V/def2-TZVPD" lumo_ev=0.869 e_tot_ev=-10471.25779 e_above_lowest_ev=1.264 smiles=CCNCCCN.O
C 2.834 0.579 1.257
C 1.310 0.418 1.009
N 1.063 -0.217 -0.269
C -0.380 -0.442 -0.559
C -1.061 0.917 -0.937
C -2.254 1.224 0.003
N -3.221 0.147 0.161
H 2.963 1.329 2.038
H 3.182 -0.350 1.700
H 3.305 0.880 0.325
H 0.959 -0.204 1.837
H 0.761 1.368 1.114
H 1.538 0.288 -0.992
H -0.306 -1.041 -1.465
H -0.841 -0.917 0.293
H -0.281 1.672 -0.830
H -1.406 1.050 -1.964
H -1.977 1.532 1.017
H -2.745 2.122 -0.384
H -3.077 -0.620 -0.491
H -3.108 -0.390 1.022
O 1.103 -3.280 -1.019
H 0.390 -3.668 -1.504
H 1.249 -2.398 -1.363

***

(14)
24
Properties=species:S:1:pos:R:3 method="wB97M-V/def2-TZVPD" lumo_ev=0.817 e_tot_ev=-10471.09708 e_above_lowest_ev=1.425 smiles=CNCCCCN.O
C -2.778 -0.037 -0.511
N -1.718 0.782 -1.046
C -0.453 0.068 -1.350
C 0.679 0.056 -0.300
C 0.290 -0.002 1.174
C 0.716 1.196 1.995
N 0.048 1.274 3.266
H -3.697 0.518 -0.345
H -3.043 -0.842 -1.208
H -2.571 -0.623 0.401
H -1.415 1.430 -0.324
H -0.044 0.635 -2.198
H -0.657 -0.916 -1.770
H 1.220 0.992 -0.482
H 1.345 -0.783 -0.506
H 0.729 -0.934 1.552
H -0.781 -0.168 1.244
H 1.809 1.285 2.018
H 0.308 2.064 1.452
H -0.123 2.136 3.735
H 0.242 0.534 3.898
O 3.342 -2.554 -3.635
H 4.065 -3.175 -3.612
H 2.490 -2.936 -3.447

***

(15)
24
Properties=species:S:1:pos:R:3 method="wB97M-V/def2-TZVPD" lumo_ev=0.809 e_tot_ev=-10470.45329 e_above_lowest_ev=2.068 smiles="C=C(C)C.CNN.O"
C -0.899 -1.415 0.165
C -1.672 -0.394 -0.245
C -1.868 -0.087 -1.697
C -2.576 0.343 0.695
H -0.928 -1.753 1.192
H -0.457 -2.090 -0.554
H -1.658 0.965 -1.873
H -2.900 -0.278 -1.989
H -1.205 -0.677 -2.322
H -3.614 0.087 0.492
H -2.458 1.415 0.544
H -2.358 0.104 1.731
C 2.540 0.058 1.365
N 1.763 0.007 0.133
N 2.486 -0.421 -1.011
H 3.004 -0.906 1.614
H 1.879 0.351 2.178
H 3.329 0.808 1.266
H 0.916 -0.636 0.236
H 3.136 0.314 -1.278
H 3.027 -1.267 -0.816
O -0.108 1.898 -0.226
H -0.074 2.361 0.619
H 0.696 1.214 -0.221

***

(16)
24
Properties=species:S:1:pos:R:3 method="wB97M-V/def2-TZVPD" lumo_ev=0.521 e_tot_ev=-10471.46201 e_above_lowest_ev=1.060 smiles=CNCCCCN.O
C -0.216 2.945 0.523
N -0.789 1.693 0.984
C 0.131 0.557 1.082
C 0.200 -0.280 -0.199
C 0.778 -1.702 0.021
C 2.277 -1.696 0.192
N 2.766 -3.008 0.573
H -0.811 3.769 0.890
H 0.782 3.062 0.917
H -0.063 2.997 -0.550
H -1.589 1.428 0.449
H -0.104 -0.011 1.984
H 1.101 1.014 1.271
H 0.880 0.273 -0.858
H -0.750 -0.337 -0.728
H 0.434 -2.331 -0.801
H 0.316 -2.082 0.936
H 2.850 -1.366 -0.676
H 2.512 -0.955 0.947
H 2.527 -3.298 1.506
H 3.724 -3.225 0.366
O -4.552 1.177 -2.656
H -3.994 0.441 -2.928
H -4.020 1.576 -1.960

***

(17)
25
Properties=species:S:1:pos:R:3 method="wB97M-V/def2-TZVPD" lumo_ev=0.829 e_tot_ev=-12518.26209 e_above_lowest_ev=2.147 smiles=CN(CCN)CCO.O
C -0.886 2.306 -0.577
N -0.643 0.926 -0.187
C 0.671 0.767 0.482
C 0.589 -0.242 1.619
N 1.733 -0.178 2.492
C -0.752 0.032 -1.359
C -1.346 -1.344 -0.988
O -2.097 -1.385 0.200
H -0.325 3.041 0.000
H -1.917 2.608 -0.379
H -0.696 2.528 -1.634
H 1.483 0.500 -0.211
H 1.017 1.740 0.799
H 0.467 -1.225 1.147
H -0.361 -0.181 2.165
H 2.028 -1.053 2.867
H 1.825 0.597 3.120
H 0.221 -0.151 -1.799
H -1.452 0.492 -2.049
H -2.052 -1.552 -1.793
H -0.531 -2.047 -0.924
H -1.867 -0.620 0.747
O 1.806 -1.988 -1.536
H 1.129 -2.453 -1.049
H 1.953 -1.117 -1.153

***

(18)
25
Properties=species:S:1:pos:R:3 method="wB97M-V/def2-TZVPD" lumo_ev=0.621 e_tot_ev=-12518.35672 e_above_lowest_ev=2.052 smiles="CN/C=C/CCN.O.O"
C -1.189 1.826 2.009
N -0.222 0.766 1.861
C 0.250 0.306 0.663
C -0.291 0.470 -0.551
C 0.400 0.149 -1.838
C -0.259 -0.970 -2.652
N 0.091 -2.324 -2.212
H -0.771 2.812 1.800
H -2.042 1.690 1.335
H -1.658 1.715 2.983
H 0.117 0.464 2.753
H 0.990 -0.475 0.829
H -1.231 1.003 -0.632
H 1.436 -0.190 -1.767
H 0.412 1.063 -2.422
H -1.352 -0.978 -2.655
H 0.063 -0.873 -3.667
H -0.353 -2.533 -1.327
H 1.084 -2.417 -2.046
O -1.430 -2.465 1.367
H -2.199 -2.132 0.897
H -1.018 -3.107 0.782
O 2.520 2.426 0.807
H 2.093 2.617 1.655
H 3.084 1.723 1.130

***

(19)
24
Properties=species:S:1:pos:R:3 method="wB97M-V/def2-TZVPD" lumo_ev=-3.022 charge=+1 e_tot_ev=-9909.28057 e_above_lowest_ev=0.436
C -1.477 -0.405 -2.435
C -2.860 -0.894 -1.984
H -1.699 0.313 -3.226
H -0.941 0.191 -1.688
H -0.838 -1.178 -2.841
H -2.821 -1.446 -1.040
H -3.271 -1.536 -2.759
H -3.485 -0.025 -1.777
C 0.979 1.680 0.201
C 0.156 2.826 0.725
C 0.909 -0.781 0.987
N 0.543 0.480 0.975
N 1.855 -1.279 0.175
N 0.266 -1.619 1.806
H 0.836 1.482 -0.865
H 2.035 1.790 0.389
H -0.788 2.870 0.167
H 0.578 3.803 0.467
H -0.067 0.722 1.736
H 2.535 -0.630 -0.181
H 2.127 -2.223 0.379
H -0.501 -1.312 2.386
H 0.473 -2.600 1.862
H -0.044 2.868 1.787

***

(20)
24
Properties=species:S:1:pos:R:3 method="wB97M-V/def2-TZVPD" lumo_ev=-6.895 charge=+1 e_tot_ev=-9904.73547 e_above_lowest_ev=4.981
N 3.551 0.484 1.536
C -0.536 -0.769 -0.265
C -1.589 -0.390 0.650
C -2.754 0.416 -0.123
N -3.670 0.905 0.826
C 0.859 -0.712 0.124
N 1.955 -0.576 -0.907
C 1.544 0.349 -1.990
H 3.969 1.173 2.129
H 3.659 0.657 0.540
H 4.084 -0.374 1.636
H -0.753 -1.666 -0.862
H -2.087 -1.191 1.193
H -1.257 0.322 1.409
H -2.351 1.216 -0.740
H -3.112 -0.313 -0.866
H -4.396 0.384 1.280
H -3.907 1.867 0.690
H 1.116 -1.720 0.512
H 1.195 0.044 0.841
H 2.057 -1.501 -1.314
H 1.428 1.326 -1.516
H 2.254 0.368 -2.810
H 0.558 0.044 -2.375